Computed, not measured: 4 unconnected molecules or ions with the total composition C20H35BBrFINO8PS in a non-equilibrium geometry, with ωB97M-V/def2-TZVPD.

Summary:
Orbital gap ... 6.3 eV
Charge ... -1
Electronic energy ... -140836.7723 eV
Spin multiplicity ... 1

```
70
Properties=species:S:1:pos:R:3:forces:R:3:nbo_charge:R:1
N -3.496 -1.921 1.444 -0.813 1.575 -0.699 -1.30
P -3.938 -1.279 0.005 0.528 -1.142 3.006 1.21
C -2.455 -1.527 -1.218 0.299 -1.211 -0.275 -0.08
C -1.816 -0.017 -1.253 0.779 0.551 -0.112 -0.45
C -0.178 0.048 -1.195 0.876 1.238 -0.738 -0.42
C 0.587 -1.041 -2.168 -0.950 -1.321 0.735 -0.52
S 2.340 -0.468 -2.666 -1.140 -1.014 -0.886 -0.16
O -1.721 -2.632 -0.582 -1.652 3.137 -1.003 -0.69
B -1.626 -3.836 -1.454 2.258 -0.972 0.568 0.63
C -2.254 -5.265 -0.935 -1.575 -1.576 0.136 -0.70
C -2.820 -5.243 0.604 0.767 0.108 -0.503 -0.43
C -3.060 -6.718 1.279 -0.748 1.846 2.215 -0.54
I -3.201 -8.380 -0.137 0.065 0.451 0.761 0.02
O -1.811 -3.405 -2.854 -3.357 4.690 0.706 -0.68
C -2.719 -2.222 -2.679 2.152 -2.185 -2.828 0.59
F -2.547 -1.370 -3.906 -0.116 -1.279 3.026 -0.41
Br -4.508 -3.077 -3.059 0.060 0.779 0.440 -0.07
H -3.483 -1.181 2.188 0.011 -0.805 -1.141 0.36
H -5.152 -1.918 -0.446 0.755 0.551 -0.297 -0.04
H -4.234 0.116 0.250 -0.034 -0.658 -0.996 -0.03
H -2.197 0.546 -2.231 0.809 -1.466 1.964 0.23
H -2.206 0.651 -0.344 0.869 -1.700 -1.881 0.25
H 0.243 0.043 -0.078 -1.079 -0.376 -2.528 0.22
H 0.124 1.122 -1.619 -0.744 -2.116 0.970 0.21
H 0.768 -2.013 -1.513 -0.751 1.882 -1.768 0.26
H -0.036 -1.274 -3.159 1.368 0.494 2.411 0.25
H 2.718 -1.460 -3.626 -0.823 1.138 1.360 0.14
H -0.453 -4.073 -1.433 1.130 -0.219 0.151 -0.14
H -1.392 -6.080 -1.062 -1.913 1.661 0.478 0.21
H -3.137 -5.634 -1.636 1.579 0.575 1.383 0.20
H -3.829 -4.649 0.637 2.022 -1.084 0.005 0.22
H -2.019 -4.655 1.257 -1.882 -1.232 -1.224 0.23
H -4.111 -6.662 1.841 2.277 -0.456 -1.331 0.22
H -2.270 -6.934 2.143 -1.532 0.114 -2.254 0.22
O 8.358 0.038 -0.026 -1.597 -0.118 -0.892 -0.58
C 7.479 -0.079 -0.863 1.219 -0.141 1.584 0.79
O 6.162 -0.295 -0.572 1.216 0.276 0.281 -0.48
C 5.439 -0.489 -1.787 -0.750 -0.012 -0.209 -0.09
C 6.279 0.157 -2.857 -0.161 0.268 -0.819 -0.43
C 7.683 -0.054 -2.348 -0.044 0.352 -0.472 -0.53
H 5.313 -1.564 -1.950 -0.044 0.081 0.051 0.18
H 4.452 -0.024 -1.707 0.477 -0.296 0.279 0.23
H 6.107 -0.263 -3.852 -0.073 0.052 0.153 0.22
H 6.063 1.231 -2.901 -0.023 -0.172 -0.017 0.21
H 8.092 -1.016 -2.669 0.115 0.103 0.086 0.23
H 8.344 0.765 -2.641 0.186 -0.351 0.188 0.24
O -2.962 2.174 1.797 1.415 -0.859 0.469 -0.59
C -1.974 1.803 2.409 -1.421 0.172 -0.889 0.80
O -1.273 0.667 2.124 -0.739 0.871 -0.135 -0.47
C -0.251 0.488 3.103 0.520 -0.556 0.149 -0.07
C -0.016 1.857 3.686 0.726 0.424 0.419 -0.43
C -1.381 2.491 3.601 0.345 0.356 0.193 -0.54
H -0.606 -0.228 3.852 -0.004 0.006 -0.107 0.18
H 0.649 0.087 2.628 -0.327 -0.067 -0.085 0.20
H 0.391 1.828 4.701 -0.020 -0.087 -0.124 0.21
H 0.688 2.413 3.055 -0.133 -0.092 0.085 0.22
H -1.989 2.267 4.482 -0.091 0.057 -0.100 0.23
H -1.313 3.569 3.441 -0.350 -0.300 0.087 0.25
O 0.038 3.738 0.440 -0.142 1.740 1.452 -0.55
C -0.139 4.842 0.930 0.057 -2.277 -1.220 0.79
O -0.150 5.096 2.271 0.262 -0.350 -0.476 -0.50
C -0.492 6.465 2.485 -0.156 0.457 0.603 -0.07
C -0.158 7.165 1.194 0.163 0.894 -0.212 -0.43
C -0.420 6.098 0.162 0.233 0.453 -0.174 -0.53
H -1.559 6.525 2.726 0.063 -0.029 -0.016 0.18
H 0.084 6.862 3.326 -0.108 -0.293 -0.038 0.20
H -0.738 8.078 1.037 0.078 -0.109 0.114 0.22
H 0.906 7.433 1.182 -0.174 -0.008 0.040 0.21
H -1.465 6.093 -0.162 0.118 -0.132 -0.087 0.24
H 0.251 6.195 -0.695 -0.331 -0.292 -0.008 0.25
```
Positions in Å, forces in eV/Å.

Computed, not measured: a molecular structure, C20H35BCl4GeN6PbS2Sb, with ωB97M-V/def2-TZVPD.

Summary:
Orbital gap (spin up / spin down) ... 5.9 / 5.9 eV
Charge ... 0
Electronic energy ... -170975.5054 eV
Spin multiplicity ... 2
Energy above the lowest of the compared OMol25 structures with the same formula, charge and spin ... 1658.6 kJ/mol

```
71
Properties=species:S:1:pos:R:3:forces:R:3:mulliken_charge:R:1
Pb 0.565 -0.548 -0.414 -0.107 -0.190 0.318 1.00
N 3.357 -0.034 -1.219 0.037 -0.001 -0.006 -0.40
C 3.531 -0.670 -2.526 -0.041 0.018 0.009 -0.73
C 2.940 -2.068 -2.501 0.010 -0.039 0.030 -0.62
N 1.487 -2.016 -2.315 0.100 0.091 -0.013 -0.15
H 3.465 0.971 -1.284 -0.018 0.005 -0.004 0.21
H 4.041 -0.379 -0.556 0.002 0.017 0.006 0.22
H 4.579 -0.724 -2.838 0.003 -0.034 -0.029 0.40
H 3.005 -0.068 -3.272 -0.005 0.025 0.027 0.35
H 3.359 -2.622 -1.656 -0.048 -0.006 -0.038 0.32
H 3.213 -2.606 -3.414 0.035 0.017 -0.010 0.38
H 1.115 -2.919 -2.052 -0.051 -0.122 -0.012 0.03
H 1.008 -1.668 -3.140 -0.015 -0.043 -0.008 0.19
C -1.264 -3.498 -3.736 0.022 0.008 -0.017 -1.03
N -1.623 -2.106 -3.927 -0.002 -0.050 -0.022 0.32
C -1.821 -1.507 -5.157 0.031 0.025 -0.005 -0.60
C -2.278 -0.262 -4.906 0.041 0.004 0.015 -0.63
N -2.371 -0.096 -3.544 0.004 -0.142 -0.001 0.12
B -3.110 1.111 -2.897 0.025 0.072 -0.009 0.44
N -2.216 1.958 -1.913 -0.094 -0.023 -0.011 0.47
C -2.854 2.824 -1.051 0.045 -0.003 0.090 -1.00
C -1.920 3.525 -0.375 -0.037 -0.034 -0.018 -0.34
N -0.697 3.075 -0.825 -0.027 0.061 0.010 0.34
C 0.592 3.575 -0.393 -0.018 0.015 -0.041 -0.54
C -0.899 2.126 -1.776 0.170 -0.121 0.021 -0.46
S 0.397 1.300 -2.564 -0.067 0.143 -0.210 -0.35
C -1.962 -1.226 -2.952 -0.033 0.133 0.113 -0.32
S -1.876 -1.557 -1.262 0.002 0.046 -0.117 -0.28
H -1.864 -4.118 -4.399 -0.006 -0.007 0.003 0.40
H -1.470 -3.768 -2.703 0.014 0.011 0.005 0.34
H -0.208 -3.664 -3.953 -0.011 -0.008 -0.017 0.32
H -1.627 -2.024 -6.079 -0.005 0.000 -0.003 0.50
H -2.554 0.529 -5.579 -0.006 -0.001 -0.002 0.48
H -3.447 1.837 -3.802 -0.006 -0.029 -0.024 -0.21
H -4.043 0.704 -2.252 0.007 0.025 0.001 -0.14
H -3.927 2.847 -0.984 -0.001 0.007 -0.008 0.50
H -2.005 4.266 0.398 -0.002 -0.004 -0.005 0.58
H 0.450 4.130 0.531 -0.005 0.012 -0.039 0.11
H 1.025 4.228 -1.151 0.020 -0.019 -0.011 0.29
H 1.273 2.746 -0.214 -0.006 0.008 0.011 0.14
Cl 2.155 -1.365 4.415 0.241 -0.121 0.048 -0.17
Ge -0.873 0.042 2.452 -0.213 0.397 -0.271 0.18
Cl -3.426 -0.969 3.720 0.214 -0.453 -0.133 -0.17
Cl -0.495 -2.281 2.924 0.742 -0.024 0.667 0.22
C 0.140 5.539 3.901 0.006 0.000 0.010 -1.29
Sb -0.472 3.548 3.332 0.042 0.036 0.116 0.67
C 1.550 2.873 3.011 0.028 0.029 0.019 -1.22
C -0.630 2.822 5.341 -0.022 0.018 -0.004 -1.28
H 0.763 5.503 4.795 0.007 -0.014 -0.007 0.37
H -0.732 6.161 4.099 0.005 -0.005 0.012 0.36
H 0.713 5.993 3.092 -0.021 0.002 -0.012 0.36
H 2.022 2.647 3.967 -0.003 -0.003 0.003 0.45
H 2.120 3.662 2.517 -0.021 -0.021 -0.008 0.42
H 1.564 1.977 2.391 0.016 -0.018 0.006 0.17
H 0.258 3.112 5.902 0.006 -0.010 -0.005 0.39
H -0.720 1.737 5.327 0.000 -0.006 0.016 0.31
H -1.513 3.243 5.821 -0.001 -0.007 -0.011 0.37
Cl -2.100 -3.925 4.883 0.222 0.178 -0.465 -0.18
C -0.618 -3.414 4.152 -0.343 0.322 0.158 -0.56
C 1.539 -2.333 3.154 -0.044 -0.273 -0.201 -0.70
C 2.125 -2.916 2.120 -0.157 0.177 0.149 -0.33
C 1.145 -3.393 1.121 -0.176 0.024 0.191 1.21
C 1.524 -4.231 0.141 -0.139 -0.198 -0.181 -1.50
C -0.166 -2.757 1.231 0.005 0.110 -0.441 -1.08
C -2.256 -1.466 2.461 -0.499 -0.107 0.282 -0.38
H 0.328 -3.868 4.379 -0.085 0.000 0.092 0.43
H 3.186 -3.046 1.929 0.045 0.103 0.090 0.47
H 0.802 -4.646 -0.554 0.029 0.018 -0.034 0.38
H 2.544 -4.591 0.094 -0.013 0.007 -0.026 0.35
H -1.047 -3.273 0.863 0.077 -0.157 0.054 0.80
H -2.792 -1.987 1.672 0.098 0.125 -0.097 0.28
```
Positions in Å, forces in eV/Å.

Computed, not measured: 5 unconnected molecules or ions with the total composition C20H35BO7 in a non-equilibrium geometry, with ωB97M-V/def2-TZVPD.

Summary:
Orbital gap ... 7.9 eV
SMILES string ... CCB(O)C1=CC(=O)c2ccccc2C1=O.CCO.CCO.CCO.CCO
Charge ... 0
Electronic energy ... -36310.5739 eV
Spin multiplicity ... 1
Energy above the lowest of the compared OMol25 structures with the same formula, charge and spin ... 606.2 kJ/mol

```
63
Properties=species:S:1:pos:R:3:forces:R:3:nbo_charge:R:1
C 2.215 -1.035 2.674 0.320 0.342 -0.255 -0.61
C 2.517 -0.024 1.438 -0.024 -0.717 -0.540 -0.80
B 1.158 0.495 0.694 0.803 -0.118 -1.509 1.06
O 1.177 0.417 -0.765 -0.628 -0.430 2.769 -0.94
C -0.179 1.032 1.445 -1.394 0.610 2.064 -0.44
C -0.280 1.256 2.860 -0.448 -0.398 -2.686 -0.18
C -1.677 1.746 3.508 -0.533 0.923 0.746 0.53
O -1.761 2.546 4.467 0.474 -2.867 -3.018 -0.50
C -2.987 1.151 2.777 -1.951 -1.320 -1.657 -0.13
C -4.294 0.774 3.504 0.522 -0.564 -4.249 -0.18
C -5.449 0.165 2.628 2.662 0.775 -1.366 -0.22
C -5.334 -0.064 1.094 3.170 1.388 1.675 -0.21
C -4.007 0.316 0.359 -0.209 0.835 4.556 -0.19
C -2.884 0.915 1.228 -1.467 -0.697 0.789 -0.11
C -1.482 1.307 0.530 -0.709 0.828 -0.595 0.55
O -1.451 1.816 -0.614 0.058 -1.903 3.696 -0.51
H 2.740 -2.041 2.467 -1.001 1.692 0.477 0.22
H 1.077 -1.194 2.803 1.931 0.170 -0.039 0.20
H 2.688 -0.570 3.601 -0.867 -0.924 -0.985 0.22
H 3.105 -0.649 0.663 -0.898 1.227 1.060 0.24
H 3.197 0.853 1.713 -0.862 -1.185 -0.062 0.24
H 0.523 -0.271 -1.029 0.472 0.776 -0.064 0.51
H 0.647 1.058 3.513 -1.759 0.562 -0.903 0.25
H -4.413 0.893 4.628 0.199 -0.115 -1.776 0.25
H -6.409 -0.128 3.170 1.510 0.442 -0.958 0.23
H -6.165 -0.516 0.459 1.118 0.746 1.228 0.26
H -3.810 0.161 -0.749 -0.487 0.256 1.712 0.25
C 1.889 -2.688 -3.953 -0.085 -0.038 -0.125 -0.63
C 1.831 -1.617 -2.882 0.320 -0.317 -0.124 -0.07
O 1.294 -2.155 -1.678 -0.232 -0.229 0.102 -0.74
H 0.891 -3.090 -4.147 0.053 0.104 -0.015 0.21
H 2.295 -2.287 -4.884 0.011 -0.072 0.034 0.21
H 2.513 -3.526 -3.629 0.078 0.091 -0.058 0.20
H 1.190 -0.792 -3.200 0.000 -0.067 0.181 0.18
H 2.829 -1.218 -2.674 -0.026 0.123 -0.127 0.18
H 1.871 -2.877 -1.398 -0.170 0.178 -0.005 0.47
C 6.533 -0.755 0.516 -0.004 0.146 -0.035 -0.63
C 6.333 -0.696 2.017 0.129 -0.363 -0.320 -0.06
O 5.203 -1.477 2.386 -0.114 -0.101 0.237 -0.73
H 5.646 -0.386 -0.003 0.165 0.029 0.051 0.23
H 7.394 -0.155 0.213 -0.050 -0.058 -0.074 0.21
H 6.689 -1.787 0.186 0.113 0.037 0.044 0.19
H 6.155 0.332 2.340 -0.135 -0.148 0.079 0.18
H 7.214 -1.076 2.546 0.101 0.170 0.001 0.15
H 5.370 -2.386 2.105 -0.006 0.217 0.070 0.46
C 4.794 2.632 -3.322 0.054 0.141 -0.070 -0.63
C 4.775 1.119 -3.410 -0.222 0.236 0.248 -0.06
O 4.913 0.550 -2.113 0.023 -0.169 0.079 -0.73
H 5.727 2.978 -2.869 -0.023 -0.077 -0.102 0.21
H 4.695 3.082 -4.313 -0.026 0.035 0.071 0.21
H 3.978 2.993 -2.689 -0.044 -0.033 -0.126 0.20
H 5.604 0.761 -4.025 -0.035 -0.100 0.181 0.18
H 3.839 0.765 -3.852 0.030 0.062 -0.185 0.16
H 4.171 0.864 -1.577 0.075 -0.108 -0.123 0.47
C -10.157 0.009 -0.229 -0.102 -0.029 0.118 -0.63
C -8.869 0.773 -0.460 -0.242 -0.173 -0.229 -0.06
O -7.884 -0.083 -1.030 0.200 -0.074 -0.058 -0.73
H -9.985 -0.841 0.436 0.014 0.122 0.008 0.21
H -10.920 0.654 0.214 -0.009 -0.066 -0.052 0.21
H -10.542 -0.395 -1.170 -0.042 0.118 0.020 0.20
H -8.477 1.156 0.485 0.149 -0.080 -0.141 0.18
H -9.032 1.619 -1.134 -0.067 0.106 0.145 0.16
H -8.233 -0.411 -1.869 0.119 0.053 0.191 0.47
```
Positions in Å, forces in eV/Å.

Among the records above, which one has the lowest charge? C20H35BBrFINO8PS